[1]
# C15H22GeN2O5W

C15H22GeN2O5W as an isolated structure at a distorted geometry (wB97M-V/def2-TZVPD, the Open Molecules 2025 dataset).

```
46
C15H22GeN2O5W wB97M-V/def2-TZVPD
W -0.35 -0.05 -0.41
O -1.17 -1.48 2.71
C -0.57 -0.53 2.40
O -1.10 0.27 1.25
C 0.67 0.09 2.99
C 0.58 1.64 3.14
C 1.58 2.07 4.22
C 2.92 1.91 3.47
C 2.44 1.46 2.09
O 1.17 2.10 1.92
C 2.00 -0.02 2.11
C 1.64 -0.48 0.73
O 0.96 -1.53 0.54
O 1.65 0.34 -0.29
H 0.81 -0.41 3.94
H -0.43 2.02 3.24
H 1.39 3.10 4.51
H 1.51 1.45 5.12
H 3.44 2.86 3.38
H 3.60 1.20 3.93
H 3.10 1.71 1.26
H 2.72 -0.71 2.55
C -1.81 0.13 -4.31
Ge -0.34 0.54 -3.13
C 0.54 -1.21 -2.66
C 1.04 1.71 -3.76
C -1.16 1.28 -1.30
H -1.36 -0.40 -5.16
H -2.29 1.03 -4.69
H -2.56 -0.51 -3.85
H 0.59 -1.45 -3.73
H 0.03 -2.06 -2.22
H 1.57 -1.15 -2.31
H 1.50 1.22 -4.62
H 1.80 1.89 -3.00
H 0.64 2.67 -4.09
H -1.74 2.15 -1.59
N -2.77 -3.46 -0.25
C -3.77 -2.57 -0.55
C -3.17 -1.39 -0.81
N -1.79 -1.57 -0.68
C -1.60 -2.84 -0.32
H -2.89 -4.43 -0.01
H -4.81 -2.86 -0.55
H -3.60 -0.45 -1.08
H -0.65 -3.30 -0.11
```

LUMO: -7.92 eV
E_HOMO: -16.24 eV
Relative energy (zero: lowest compared OMol25 entry of this formula, charge and spin): 0.927 eV
Energy: -87455.391 eV
Kohn-Sham gap: 8.3 eV
Total charge: +2
F_max: 1.5 eV Å⁻¹

Atom charges from the Mulliken analysis, given in e for atoms 1 to 2:
1. W 1.326
2. O -0.435

[2]
# C37H49BrGeN6O7Si3Ti

C37H49BrGeN6O7Si3Ti as an isolated structure at a distorted geometry (wB97M-V/def2-TZVPD, the Open Molecules 2025 dataset).

```
105
C37H49BrGeN6O7Si3Ti wB97M-V/def2-TZVPD
Ti 1.41 0.17 -0.70
O -1.41 -1.38 -2.94
C -1.38 -0.42 -2.21
N -0.25 0.40 -2.06
C 0.00 1.09 -3.19
O -0.76 1.27 -4.14
C 1.37 1.72 -3.24
C 1.75 2.47 -4.35
C 3.02 3.01 -4.36
C 3.86 2.78 -3.28
C 3.41 2.00 -2.23
N 2.18 1.48 -2.22
C -2.67 0.01 -1.53
C -3.84 -0.57 -2.00
C -5.05 -0.10 -1.52
C -5.04 0.92 -0.58
C -3.81 1.39 -0.14
N -2.64 0.97 -0.61
H 1.03 2.60 -5.15
H 3.36 3.61 -5.20
H 4.86 3.18 -3.24
H 4.03 1.77 -1.38
H -3.78 -1.36 -2.73
H -5.99 -0.52 -1.88
H -5.95 1.33 -0.17
H -3.76 2.12 0.65
O 4.34 -2.65 0.29
C 4.99 -2.91 -0.86
C 5.96 -3.92 -0.87
C 6.65 -4.21 -2.03
C 6.40 -3.51 -3.21
C 5.44 -2.51 -3.19
C 4.72 -2.21 -2.05
C 3.60 -1.18 -2.12
O 3.26 -0.66 -0.91
N 2.40 -1.90 -2.71
N 1.35 -1.99 -1.88
C 0.80 -3.24 -1.82
C -0.39 -3.52 -1.31
Br 0.06 -1.19 1.07
C -1.55 -3.80 -0.80
C -2.81 -3.95 -1.56
C -2.84 -4.03 -2.95
C -4.04 -4.15 -3.62
C -5.24 -4.19 -2.92
C -5.22 -4.11 -1.54
C -4.02 -4.00 -0.86
H 3.79 -1.84 0.11
H 6.15 -4.45 0.05
H 7.40 -5.00 -2.02
H 6.95 -3.74 -4.11
H 5.24 -1.95 -4.10
H 3.88 -0.41 -2.85
H 2.65 -2.77 -3.17
H 1.40 -4.07 -2.21
H -1.63 -3.91 0.28
H -1.90 -3.97 -3.50
H -4.04 -4.20 -4.70
H -6.18 -4.28 -3.45
H -6.15 -4.14 -0.98
H -4.00 -3.93 0.22
C 0.19 1.87 5.39
Si 1.18 1.38 3.84
C 1.96 -0.29 4.13
C 2.53 2.69 3.78
Ge -0.50 1.47 2.11
Si -0.87 3.80 1.56
C 0.70 4.78 1.35
C -1.90 4.24 0.05
C -1.76 4.50 3.08
Si -2.27 0.08 3.04
C -3.39 1.28 3.99
C -1.53 -1.12 4.29
C -3.34 -1.01 1.96
H 0.88 1.90 6.24
H -0.62 1.18 5.65
H -0.24 2.87 5.28
H 2.40 -0.30 5.13
H 2.73 -0.47 3.39
H 1.24 -1.11 4.06
H 3.17 2.52 4.65
H 2.11 3.69 3.87
H 3.14 2.64 2.88
H 1.10 4.64 0.34
H 1.50 4.52 2.04
H 0.45 5.84 1.49
H -1.57 3.68 -0.82
H -1.74 5.30 -0.13
H -2.97 4.09 0.18
H -1.12 4.47 3.96
H -2.69 3.97 3.31
H -2.01 5.55 2.89
H -2.81 1.98 4.60
H -4.05 0.72 4.66
H -4.01 1.86 3.30
H -0.91 -0.67 5.05
H -0.94 -1.88 3.77
H -2.37 -1.63 4.79
H -4.17 -0.48 1.49
H -3.75 -1.79 2.60
H -2.74 -1.48 1.18
O 2.34 0.77 1.19
N 2.01 1.82 0.48
O 2.68 2.87 0.42
O 0.65 1.83 0.21
```

LUMO (spin up / spin down): 2.49 / 2.15 eV
Spin multiplicity: 4
E_HOMO (spin up / spin down): -4.29 / -5.52 eV
Relative energy (zero: lowest compared OMol25 entry of this formula, charge and spin): 0.922 eV
Energy: -235746.608 eV
Kohn-Sham gap (spin up / spin down): 6.8 / 7.7 eV
Total charge: -1
F_max: 1.7 eV Å⁻¹

Atom charges from the Mulliken analysis, given in e for atoms 1 to 2:
1. Ti 0.032
2. O -0.627

[3]
# C31H55F14NO12P2S3

A 3-piece molecular cluster, C31H55F14NO12P2S3 overall at a distorted geometry (wB97M-V/def2-TZVPD, the Open Molecules 2025 dataset).

```
118
C31H55F14NO12P2S3 wB97M-V/def2-TZVPD
C 8.51 -0.91 0.32
C 7.20 -0.23 0.16
C 6.01 -0.55 1.26
C 4.59 -1.04 0.52
C 4.47 -2.67 0.47
S 6.17 -3.56 0.43
C 6.42 -4.23 -1.34
C 5.23 -5.25 -1.82
O 3.55 -0.32 1.22
C 2.18 -0.63 0.88
C 1.59 0.16 -0.48
C -0.02 0.17 -0.22
C -0.96 0.90 -1.35
C -2.56 0.61 -1.22
F -2.77 0.10 0.19
F -3.27 1.95 -1.22
C -3.22 -0.48 -2.20
F -2.95 -1.84 -1.59
F -4.72 -0.34 -2.10
C -2.85 -0.58 -3.75
F -1.89 -1.74 -3.93
F -4.09 -1.03 -4.48
C -2.25 0.67 -4.56
F -2.42 2.02 -4.02
F -0.79 0.49 -4.93
F -2.94 0.69 -5.91
O 2.11 -0.60 -1.59
C 1.30 -1.59 -2.24
C 1.29 -3.11 -1.65
C -0.24 -3.71 -1.35
C 0.03 -5.12 -0.49
P -0.84 -5.16 1.21
O -1.20 -6.69 1.56
O 0.10 -4.54 2.54
C 1.53 -4.81 2.40
C 1.96 -6.38 2.73
O -2.33 -4.21 1.18
C -3.49 -5.06 0.86
C -4.81 -4.04 0.85
P 2.12 -1.78 -4.01
N 3.68 -2.63 -3.87
O 2.32 -0.13 -4.61
C 2.28 1.66 -0.63
F 1.67 2.48 -1.74
F 3.73 1.57 -1.07
C 2.29 2.59 0.69
F 3.62 2.66 1.39
F 1.28 2.35 1.72
F 2.07 4.01 0.21
H 8.77 -1.34 1.39
H 9.18 -1.03 -0.64
H 6.94 0.57 -0.68
H 5.77 0.51 1.76
H 6.33 -1.25 2.14
H 4.75 -0.71 -0.62
H 3.75 -3.15 1.26
H 4.02 -2.93 -0.61
H 7.47 -4.76 -1.47
H 6.43 -3.34 -2.12
H 5.63 -6.32 -2.19
H 4.47 -5.35 -0.94
H 4.60 -4.84 -2.75
H 1.88 -1.78 0.88
H 1.50 -0.18 1.76
H -0.35 0.63 0.83
H -0.41 -0.96 -0.15
H -0.83 2.07 -1.16
H -0.49 0.72 -2.41
H 0.20 -1.33 -2.52
H 1.89 -3.29 -0.66
H 1.74 -3.88 -2.45
H -0.76 -3.95 -2.37
H -0.87 -3.03 -0.63
H -0.46 -5.99 -1.13
H 1.16 -5.39 -0.40
H 1.99 -4.43 1.38
H 2.08 -4.16 3.24
H 3.14 -6.36 2.86
H 1.74 -7.12 1.85
H 1.54 -6.76 3.76
H -3.69 -5.86 1.70
H -3.28 -5.53 -0.20
H -5.71 -4.69 1.23
H -4.53 -3.15 1.57
H -4.92 -3.68 -0.27
H 3.70 -3.38 -4.59
H 4.41 -1.91 -4.08
H 3.30 -0.06 -4.89
C -5.10 3.84 4.04
C -4.18 3.58 2.86
O -2.85 3.99 3.14
S -1.95 3.09 4.16
C -0.39 3.88 3.87
O -1.89 1.74 3.66
O -2.36 3.39 5.52
H -4.82 3.22 4.90
H -6.14 3.60 3.79
H -5.04 4.88 4.36
H -4.20 2.53 2.56
H -4.53 4.17 2.01
H -0.08 3.70 2.84
H 0.33 3.45 4.56
H -0.49 4.95 4.07
C -5.86 10.27 0.55
C -6.34 9.11 -0.30
O -5.28 8.21 -0.62
S -4.71 7.24 0.56
C -3.69 6.21 -0.46
O -5.80 6.45 1.08
O -3.84 8.02 1.42
H -5.52 9.92 1.53
H -6.66 10.99 0.71
H -5.01 10.77 0.08
H -7.17 8.58 0.18
H -6.72 9.50 -1.25
H -4.32 5.64 -1.15
H -3.15 5.53 0.20
H -2.99 6.83 -1.01
```

LUMO: -1.32 eV
E_HOMO: -8.49 eV
Relative energy (zero: lowest compared OMol25 entry of this formula, charge and spin): 17.552 eV
SMILES: C=CC[C@@H](CSCC)OC[C@](CCC(F)(F)C(F)(F)C(F)(F)C(F)(F)F)(O[C@H](CCCP(=O)(OCC)OCC)P(N)O)C(F)(F)C(F)(F)F.CCOS(C)(=O)=O.CCOS(C)(=O)=O
Energy: -148209.497 eV
Kohn-Sham gap: 7.2 eV
Total charge: 0
F_max: 6.2 eV Å⁻¹

Atom charges from the Mulliken analysis, given in e for atoms 1 to 2:
1. C -0.681
2. C -0.077

[4]
# C6H9N

The molecule C6H9N (wB97M-V/def2-TZVPD, the Open Molecules 2025 dataset).

```
16
C6H9N wB97M-V/def2-TZVPD
C -1.56 -0.93 0.28
N -0.10 -0.82 0.32
C 0.43 0.39 0.97
C 1.95 0.22 0.94
C 0.50 -0.49 -0.99
C 0.16 0.98 -1.22
C 0.11 1.52 -0.01
H -2.08 -0.04 -0.11
H -1.84 -1.79 -0.36
H -1.94 -1.14 1.28
H 0.11 0.52 2.01
H 2.13 -0.79 1.36
H 1.61 -0.43 -0.76
H 0.34 -1.22 -1.78
H 0.14 1.46 -2.19
H 0.03 2.57 0.26
```

LUMO (spin up / spin down): -0.38 / -0.39 eV
E_HOMO (spin up / spin down): -8.58 / -8.59 eV
Relative energy (zero: lowest compared OMol25 entry of this formula, charge and spin): 6.020 eV
Energy: -7852.139 eV
Kohn-Sham gap (spin up / spin down): 8.2 / 8.2 eV
Total charge: 0
F_max: 0.6 eV Å⁻¹

Atom charges from the Mulliken analysis, given in e for atoms 1 to 2:
1. C -0.899
2. N -0.279

[5]
# C23H22N4O6S2Ti

C23H22N4O6S2Ti as an isolated structure (wB97M-V/def2-TZVPD, the Open Molecules 2025 dataset).

```
58
C23H22N4O6S2Ti wB97M-V/def2-TZVPD
Ti -0.96 0.82 -0.31
O 5.96 1.05 -0.27
C 5.16 2.16 -0.63
C 3.72 1.76 -0.74
C 2.78 2.72 -1.27
C 1.46 2.42 -1.28
N 0.93 1.24 -0.83
C 1.85 0.25 -0.43
C 3.24 0.56 -0.34
C 1.28 -0.96 -0.08
C 2.02 -2.18 0.11
C 1.39 -3.35 0.37
C 2.12 -4.65 0.48
O 2.10 -5.40 -0.74
C -0.05 -3.34 0.46
C -0.72 -2.19 0.23
N -0.12 -0.99 -0.06
H 6.86 1.36 -0.14
H 5.48 2.58 -1.59
H 5.25 2.96 0.12
H 3.12 3.68 -1.64
H 0.73 3.14 -1.63
H 3.92 -0.17 0.08
H 3.10 -2.16 -0.01
H 1.68 -5.26 1.28
H 3.17 -4.49 0.71
H 1.20 -5.38 -1.07
H -0.60 -4.24 0.71
H -1.80 -2.17 0.29
O -0.81 1.40 1.58
N -0.34 2.64 1.72
C 0.57 2.84 2.69
C 1.08 4.08 2.93
C 0.64 5.15 2.15
C -0.28 4.92 1.15
C -0.78 3.64 0.89
S -1.85 3.26 -0.39
H 0.84 1.94 3.23
H 1.81 4.21 3.72
H 1.02 6.15 2.31
H -0.62 5.72 0.50
N -1.93 0.43 -2.28
C -2.87 -0.46 -1.64
C -3.35 -0.10 -0.39
C -4.19 -0.98 0.31
C -4.53 -2.20 -0.25
C -4.03 -2.55 -1.50
C -3.20 -1.69 -2.19
S -5.56 -3.37 0.65
O -6.21 -2.56 1.67
O -6.45 -3.90 -0.37
O -4.59 -4.33 1.16
H -2.37 1.29 -2.59
H -1.47 -0.01 -3.07
H -3.13 0.87 0.06
H -4.59 -0.72 1.28
H -4.31 -3.51 -1.91
H -2.81 -1.97 -3.16
```

LUMO (spin up / spin down): 2.01 / 2.01 eV
Spin multiplicity: 2
E_HOMO (spin up / spin down): -2.86 / -2.80 eV
Relative energy (zero: lowest compared OMol25 entry of this formula, charge and spin): 0.129 eV
Energy: -87241.423 eV
Kohn-Sham gap (spin up / spin down): 4.9 / 4.8 eV
Total charge: -1
F_max: 0.8 eV Å⁻¹

Atom charges from the Mulliken analysis, given in e for atoms 1 to 2:
1. Ti -0.286
2. O -0.500

[6]
# CH3ClFO3P

A 3-piece molecular cluster, CH3ClFO3P overall at a distorted geometry (wB97M-V/def2-TZVPD, the Open Molecules 2025 dataset).

```
10
CH3ClFO3P wB97M-V/def2-TZVPD
O -3.64 2.01 -0.27
P -2.32 2.56 -0.09
Cl -1.72 2.01 1.86
C 0.05 -3.16 -0.27
O 1.25 -3.20 -0.28
H -0.47 -2.56 0.51
H -0.44 -3.87 -0.89
O 2.02 2.28 -0.01
F 2.85 1.15 0.09
H 2.42 2.77 -0.64
```

LUMO: -1.20 eV
E_HOMO: -10.14 eV
Relative energy (zero: lowest compared OMol25 entry of this formula, charge and spin): 0.281 eV
SMILES: O=PCl.C=O.OF
Energy: -31752.685 eV
Kohn-Sham gap: 8.9 eV
Total charge: 0
F_max: 5.4 eV Å⁻¹

Atom charges from the Mulliken analysis, given in e for atoms 1 to 2:
1. O -0.351
2. P 0.561

[7]
# C31H39InN9Te

C31H39InN9Te as an isolated structure at a distorted geometry (wB97M-V/def2-TZVPD, the Open Molecules 2025 dataset).

```
81
C31H39InN9Te wB97M-V/def2-TZVPD
In 2.43 -0.88 -0.79
C -0.54 3.74 -0.48
N -0.14 2.37 -0.14
C -0.77 1.93 1.09
C 0.95 1.76 -0.70
N 1.71 0.94 -0.02
C 2.01 1.32 1.33
C 2.36 2.62 1.61
C 2.77 3.09 2.91
C 2.76 2.18 3.96
C 2.35 0.85 3.72
C 2.26 -0.03 4.86
C 1.99 -1.33 4.75
C 1.82 -1.85 3.48
C 1.85 -1.06 2.29
N 1.66 -1.68 1.06
C 0.98 -2.81 0.91
N -0.16 -3.10 1.60
C -0.91 -2.07 2.23
C -0.72 -4.45 1.70
N 1.44 -3.73 0.02
C 2.87 -4.01 0.20
C 0.62 -4.53 -0.90
C 2.08 0.36 2.43
N 1.22 2.00 -1.99
C 0.22 2.29 -2.98
C 2.49 1.77 -2.63
H -0.57 4.33 0.46
H -1.52 3.78 -0.91
H 0.20 4.19 -1.13
H -1.85 1.89 0.90
H -0.57 2.63 1.92
H -0.43 0.97 1.38
H 2.40 3.40 0.83
H 3.15 4.11 2.98
H 3.16 2.42 4.93
H 2.42 0.46 5.81
H 1.97 -1.93 5.66
H 1.67 -2.89 3.28
H -0.52 -1.09 2.01
H -0.88 -2.15 3.35
H -1.96 -2.12 1.92
H -0.03 -5.23 1.39
H -1.62 -4.51 1.12
H -0.96 -4.63 2.71
H 3.36 -3.09 0.53
H 3.27 -4.29 -0.77
H 3.01 -4.79 0.97
H 0.41 -5.54 -0.53
H 1.19 -4.62 -1.85
H -0.37 -4.12 -1.11
H -0.76 2.18 -2.54
H 0.23 1.63 -3.82
H 0.37 3.30 -3.38
H 3.28 1.75 -1.88
H 2.65 2.58 -3.35
H 2.46 0.86 -3.17
C -1.04 -1.40 -3.66
C 0.23 -1.49 -3.02
N 0.40 -1.13 -1.76
C -0.67 -0.84 -1.03
C -1.95 -0.69 -1.54
C -2.12 -0.93 -2.92
C -2.97 -0.33 -0.49
C -3.86 0.68 -0.45
C -4.09 1.79 -1.37
C -4.94 2.82 -1.04
C -5.07 3.90 -1.88
N -4.43 3.93 -3.07
C -3.67 2.87 -3.30
N -3.44 1.81 -2.54
H -1.19 -1.70 -4.66
H 1.14 -1.69 -3.62
H -0.49 -0.72 0.03
H -3.09 -0.74 -3.36
H -2.84 -0.92 0.40
H -4.41 0.82 0.52
H -5.56 2.81 -0.13
H -5.72 4.73 -1.72
H -3.13 2.91 -4.25
Te 4.21 -1.65 -2.39
```

LUMO: -3.25 eV
E_HOMO: -8.96 eV
Relative energy (zero: lowest compared OMol25 entry of this formula, charge and spin): 0.000 eV
Energy: -58652.317 eV
Kohn-Sham gap: 5.7 eV
Total charge: +1
F_max: 3.1 eV Å⁻¹

Atom charges from the Mulliken analysis, given in e for atoms 1 to 2:
1. In 1.435
2. C -1.196

[8]
# C10H22N2

The molecule C10H22N2 at a distorted geometry (wB97M-V/def2-TZVPD, the Open Molecules 2025 dataset).

```
34
C10H22N2 wB97M-V/def2-TZVPD
C -1.28 -0.65 -3.40
C -0.97 -0.34 -1.92
C -0.35 -1.55 -1.24
C -0.23 -1.41 0.29
C -0.14 0.06 0.74
C 0.47 0.24 2.18
C -0.05 -0.87 3.10
C 0.05 1.63 2.74
N 1.94 0.16 2.12
C 0.65 0.82 -0.35
C -0.15 0.96 -1.65
N 0.81 1.23 -2.70
H -2.07 -1.39 -3.49
H -0.39 -1.01 -3.92
H -1.60 0.27 -3.90
H -1.95 -0.17 -1.45
H 0.64 -1.72 -1.61
H -0.90 -2.44 -1.47
H -1.14 -1.90 0.72
H 0.66 -1.94 0.62
H -1.14 0.52 0.77
H 0.25 -0.68 4.13
H -1.15 -1.01 3.07
H 0.41 -1.83 2.84
H -1.00 1.71 2.60
H 0.26 1.59 3.81
H 0.58 2.45 2.27
H 2.34 0.89 1.52
H 2.21 -0.76 1.79
H 1.57 0.28 -0.53
H 0.89 1.84 0.00
H -0.88 1.73 -1.52
H 0.41 1.14 -3.62
H 1.26 2.13 -2.52
```

LUMO: 0.90 eV
E_HOMO: -8.97 eV
Relative energy (zero: lowest compared OMol25 entry of this formula, charge and spin): 0.000 eV
SMILES: C[C@H]1CC[C@@H](C(C)(C)N)C[C@H]1N
Energy: -13707.430 eV
Kohn-Sham gap: 9.9 eV
Total charge: 0
F_max: 1.9 eV Å⁻¹

Atom charges from the Mulliken analysis, given in e for atoms 1 to 2:
1. C -2.026
2. C 0.698